This record from the OMol25 dataset describes 4 unconnected molecules or ions with the total composition C4H14O3. The level of theory is ωB97M-V with the def2-TZVPD basis set.

E_tot	-386.4819	a.u.
net charge	0
molar mass	110.15	Da
relative energy (zero: lowest compared OMol25 entry of this formula, charge and spin)	117.7	kJ/mol
orbital gap	0.3680	Eh

Each line ends with the Löwdin charge.
Atoms and positions in Å:
C 1.22 -1.64 1.08  0.02
C 1.19 -0.39 0.59  -0.42
C 1.63 0.76 1.45  -0.07
C 0.87 -0.07 -0.83  -0.07
H 0.93 -2.50 0.49  0.07
H 1.68 -1.90 2.03  0.06
H 2.30 0.37 2.24  0.08
H 0.81 1.21 1.99  0.07
H 2.17 1.61 1.07  0.07
H 1.08 0.99 -0.99  0.06
H -0.15 -0.23 -1.16  0.04
H 1.54 -0.55 -1.56  0.10
O -2.19 -0.60 1.24  -0.06
H -1.27 -0.91 1.22  0.01
H -2.12 -0.07 2.04  0.05
O -2.20 -1.03 -1.97  -0.06
H -2.23 -0.68 -1.07  -0.01
H -2.70 -1.83 -1.82  0.04
O -0.49 2.45 -2.19  -0.05
H -0.98 3.25 -1.93  0.05
H -1.11 1.77 -1.93  0.01

***

This record from the OMol25 dataset describes 2 unconnected molecules or ions with the total composition C5H13IN. The level of theory is ωB97M-V with the def2-TZVPD basis set.

E_tot	-550.3647	a.u.
net charge	+1
molar mass	214.07	Da
relative energy (zero: lowest compared OMol25 entry of this formula, charge and spin)	369.9	kJ/mol
orbital gap (alpha / beta)	0.3237 / 0.3237	Eh

Each line ends with the Löwdin charge.
Atoms and positions in Å:
C 0.25 -1.95 0.58  -0.07
C -1.31 -0.06 1.65  -0.13
C 0.83 0.24 -2.11  -0.12
C -0.89 -0.98 0.50  -0.13
C 0.04 0.74 -0.90  -0.77
N 1.04 1.43 0.05  0.07
I -1.53 2.20 -1.14  0.93
H 1.00 -1.41 1.13  0.08
H -0.21 -2.84 1.02  0.11
H 0.33 -2.18 -0.45  0.07
H -2.26 -0.26 2.01  0.06
H -0.77 0.03 2.56  0.08
H -1.35 0.96 1.38  -0.02
H 0.17 -0.31 -2.65  0.04
H 1.57 -0.52 -1.74  0.10
H 1.15 1.19 -2.54  0.08
H -1.80 -1.16 -0.22  0.16
H 1.38 0.82 0.87  0.18
H 0.60 2.28 0.54  0.13
H 1.77 1.79 -0.53  0.13

***

This record from the OMol25 dataset describes a molecular structure, C19H43O2P3Sc. The level of theory is ωB97M-V with the def2-TZVPD basis set.

E_tot	-2684.0360	a.u.
net charge	+3
molar mass	441.43	Da
orbital gap	0.1266	Eh

Each line ends with the Löwdin charge.
Atoms and positions in Å:
Sc -0.09 0.02 0.93  0.71
P 1.90 0.89 2.34  0.74
P -0.95 2.41 0.04  0.76
P 2.00 -0.44 -0.66  0.76
H -1.89 -2.10 0.96  0.11
C -0.81 -2.21 0.75  -0.06
C 0.15 -2.22 1.77  -0.06
H -0.12 -2.19 2.83  0.09
C 1.44 1.28 4.07  -0.23
C 2.68 2.47 1.85  -0.22
C 3.34 -0.18 2.60  -0.22
C -2.43 1.94 -0.92  -0.23
C -1.74 3.74 1.06  -0.23
C 0.03 3.36 -1.17  -0.24
C 2.92 -2.02 -0.49  -0.21
C 3.29 0.77 -1.19  -0.22
C 1.26 -0.77 -2.29  -0.26
H -0.59 -2.55 -0.27  0.10
H 1.18 -2.55 1.61  0.08
H 0.91 0.44 4.54  0.03
H 0.79 2.17 4.10  0.07
H 2.36 1.49 4.62  0.08
H 1.95 3.28 1.90  0.06
H 3.08 2.42 0.83  0.03
H 3.50 2.67 2.55  0.08
H 3.03 -1.13 3.06  0.07
H 4.02 0.34 3.29  0.08
H 3.87 -0.40 1.67  0.03
H -2.67 2.72 -1.66  0.09
H -3.31 1.84 -0.25  0.08
H -2.26 0.98 -1.44  0.01
H -2.21 4.50 0.42  0.09
H -1.00 4.23 1.72  0.06
H -2.52 3.28 1.69  0.05
H -0.56 4.21 -1.55  0.08
H 0.32 2.72 -2.02  0.05
H 0.95 3.74 -0.69  0.05
H 3.33 -2.31 -1.47  0.08
H 2.21 -2.80 -0.15  0.04
H 3.73 -1.95 0.25  0.05
H 3.75 0.36 -2.11  0.08
H 4.07 0.93 -0.43  0.05
H 2.81 1.73 -1.42  0.05
H 2.01 -1.25 -2.93  0.08
H 0.87 0.14 -2.75  0.07
H 0.43 -1.47 -2.17  0.00
C -1.76 -1.73 -3.79  -0.31
C -2.90 -1.28 -4.47  -0.03
C -3.38 -2.04 -5.54  -0.05
C -2.68 -3.17 -6.02  -0.06
C -1.51 -3.57 -5.35  -0.06
C -1.01 -2.82 -4.27  -0.03
O -1.52 -1.24 -2.50  -0.09
H -1.94 -0.34 -2.43  0.07
H -3.43 -0.40 -4.07  0.12
H -4.31 -1.72 -6.02  0.12
H -3.06 -3.75 -6.88  0.13
H -0.99 -4.48 -5.69  0.12
H -0.10 -3.15 -3.77  0.10
C -1.59 -0.55 5.04  -0.05
C -2.21 -0.53 3.65  -0.15
O -1.39 0.32 2.65  -0.24
H -0.62 -1.07 5.03  0.08
H -2.26 -1.12 5.71  0.12
H -1.49 0.45 5.48  0.10
H -2.22 -1.51 3.18  0.10
H -3.22 -0.10 3.65  0.14
H -1.43 1.24 2.97  0.10

***

This record from the OMol25 dataset describes a molecular structure, CH3Br3Si. The level of theory is ωB97M-V with the def2-TZVPD basis set.

E_tot	-8051.2861	a.u.
net charge	0
molar mass	282.83	Da
relative energy (zero: lowest compared OMol25 entry of this formula, charge and spin)	655.0	kJ/mol
orbital gap	0.2523	Eh

Each line ends with the Löwdin charge.
Atoms and positions in Å:
C 2.89 0.09 0.07  -1.71
Si 0.02 0.07 -0.01  0.80
Br 3.61 -1.41 -1.11  0.38
Br 3.48 1.81 -0.53  0.47
Br 3.46 -0.35 1.90  0.41
H -0.71 -0.72 1.03  -0.11
H -0.26 1.54 -0.23  -0.08
H 0.39 -0.96 -0.87  -0.17

***

This record from the OMol25 dataset describes 2 unconnected molecules or ions with the total composition C10H16. The level of theory is ωB97M-V with the def2-TZVPD basis set.

E_tot	-390.2767	a.u.
net charge	+1
molar mass	136.24	Da
spin multiplicity	2
relative energy (zero: lowest compared OMol25 entry of this formula, charge and spin)	87.3	kJ/mol
orbital gap (alpha / beta)	0.3563 / 0.2149	Eh

Each line ends with the Löwdin spin population.
Atoms and positions in Å:
C -3.52 -0.61 -0.92  0.00
C -3.63 0.35 0.30  0.00
H -4.06 -0.17 -1.75  0.00
H -2.49 -0.65 -1.29  0.00
H -3.84 -1.59 -0.62  0.00
H -3.52 -0.21 1.24  0.00
H -4.41 1.10 0.34  0.00
H -2.67 0.90 0.25  0.00
C 0.49 1.27 -0.16  0.06
C 0.39 2.35 0.98  0.05
C 1.41 0.15 0.07  0.27
C 1.04 -1.10 0.63  0.10
C 2.62 0.18 -0.69  0.09
C 1.83 -2.22 0.56  0.05
C 3.44 -0.92 -0.77  0.06
C 3.06 -2.14 -0.15  0.29
H -0.55 1.04 -0.49  0.01
H 0.82 1.85 -1.03  0.00
H -0.41 2.12 1.70  0.00
H 0.19 -1.30 1.28  0.00
H 2.88 1.06 -1.24  0.00
H 1.52 -3.13 1.05  0.00
H 4.44 -0.83 -1.18  0.00
H 3.61 -3.07 -0.17  0.01
H 0.08 3.26 0.48  0.00
H 1.28 2.33 1.59  0.00

***

This record from the OMol25 dataset describes C4H5ClN2 in the gas phase. The level of theory is ωB97M-V with the def2-TZVPD basis set.

E_tot	-724.9372	a.u.
net charge	0
molar mass	116.55	Da
relative energy (zero: lowest compared OMol25 entry of this formula, charge and spin)	520.9	kJ/mol
orbital gap	0.3410	Eh

Each line ends with the Löwdin charge.
Atoms and positions in Å:
C 2.07 -0.47 0.46  -0.06
N 1.50 0.15 -0.60  -0.07
N 0.72 1.22 -0.55  -0.01
C -0.49 1.36 -0.46  -0.27
C -1.44 0.22 -0.20  -0.64
C -1.16 -1.08 0.04  0.03
Cl -2.97 1.10 -0.18  0.63
H 2.26 0.04 1.55  0.11
H 2.63 -1.48 -0.06  0.12
H -1.04 2.38 -0.44  0.10
H -1.80 -1.98 0.53  0.13
H -0.29 -1.45 -0.10  -0.06